The following is a DFT calculation (ωB97M-V/def2-TZVPD) of a structure of composition C23H16CdIN5O2 in a non-equilibrium geometry.

Results
- lowest unoccupied orbital energy (Ha) = -0.021
- HOMO (eV) = -6.8

Last column: Mulliken charge in e.
Cartesian coordinates (Å):
Cd 0.39806 -0.06794 -0.13527  0.52
O 2.41888 -0.63649 3.61740  -0.74
C 1.68557 -0.73612 2.63541  0.58
N 1.79965 -0.12937 1.44763  -0.13
C 2.87613 0.73204 1.14965  0.20
C 4.11810 0.64029 1.78033  -0.32
C 5.17122 1.45966 1.41061  -0.65
C 5.00709 2.37891 0.38919  -0.63
C 3.78954 2.47972 -0.26232  -0.33
C 2.70700 1.67675 0.10188  0.16
N 1.47053 1.70025 -0.57683  -0.12
C 1.04802 2.77776 -1.24882  0.54
O 1.60100 3.86901 -1.37212  -0.74
C -0.26491 2.60331 -1.99943  0.15
C -0.83188 3.73734 -2.57686  -0.52
C -1.98578 3.61276 -3.32496  -0.32
C -2.52841 2.34544 -3.49909  -0.86
C -1.90366 1.27739 -2.88517  -0.04
N -0.80724 1.39343 -2.13552  -0.01
C 0.53249 -1.72191 2.76323  0.15
C 0.24113 -2.21334 4.03390  -0.50
C -0.74234 -3.17081 4.18220  -0.32
C -1.38901 -3.63806 3.04431  -0.82
C -1.03915 -3.09218 1.82445  -0.12
N -0.11554 -2.14189 1.67699  -0.09
H 4.24213 -0.07943 2.57245  0.40
H 6.11953 1.37583 1.92677  0.38
H 5.82496 3.02432 0.09375  0.38
H 3.65789 3.19220 -1.05946  0.40
H -0.33461 4.68466 -2.42925  0.44
H -2.45086 4.47920 -3.77659  0.43
H -3.41829 2.19102 -4.09435  0.39
H -2.30353 0.27505 -3.00832  0.33
H 0.81276 -1.83514 4.86877  0.43
H -0.99465 -3.56122 5.15938  0.42
H -2.14964 -4.40499 3.10191  0.38
H -1.52328 -3.44243 0.91740  0.38
I 0.47454 -2.40428 -2.33239  0.07
C -1.49784 -2.05534 -1.66080  0.05
C -2.56416 -2.77994 -2.16738  -0.43
C -3.82397 -2.48385 -1.66913  -0.35
C -3.96503 -1.49639 -0.70338  -0.66
C -2.83256 -0.83410 -0.26714  -0.53
N -1.61946 -1.11472 -0.74459  0.18
H -2.40917 -3.54068 -2.91761  0.52
H -4.68690 -3.02350 -2.03668  0.47
H -4.93492 -1.24671 -0.29814  0.47
H -2.87942 -0.05552 0.48401  0.41

---

The following is a DFT calculation (ωB97M-V/def2-TZVPD) of a structure of composition C13H32O9PtSSbSi3.

Results
- 2S+1 = 5
- lowest unoccupied orbital energy (spin up / spin down) (Ha) = -0.081 / -0.198
- expectation value of S² = 6.0087
- HOMO (spin up / spin down) (eV) = -10.9 / -11.9
- ΔE to the lowest compared entry with this formula, charge and spin (kJ/mol) = 18.2
- net charge = +1

Last column: Mulliken charge in e.
Cartesian coordinates (Å):
Pt 0.43033 -1.33500 0.47703  1.96
O 2.51071 -4.79689 -0.73831  -0.43
C 2.20081 -3.54368 -0.50618  0.63
O 1.35198 -2.92883 -1.13700  -0.59
C 3.04797 -2.89889 0.58721  -0.39
O 2.24832 -2.20671 1.54667  -0.47
C 1.70827 -3.04634 2.60087  -0.41
C 0.47651 -3.81687 2.12976  0.68
O 0.24838 -4.93688 2.51788  -0.66
O -0.25093 -3.16582 1.27164  -0.79
H 1.92166 -5.15164 -1.42607  0.39
H 3.66635 -2.14159 0.10131  0.28
H 3.68621 -3.64045 1.06631  0.36
H 1.39235 -2.35407 3.38032  0.28
H 2.47174 -3.71814 2.99011  0.35
O 0.22039 -0.06738 2.43431  -0.81
S 0.50181 1.31795 2.08311  0.75
O 0.96016 2.17952 3.11143  -0.63
O 1.48969 1.22720 0.91232  -0.30
O -0.72691 1.89782 1.38558  0.28
C -0.46012 -1.77986 -4.44526  -0.95
Si -2.01105 -1.47056 -3.46929  0.29
C -3.16373 -0.20968 -4.20596  -1.05
C -2.82471 -3.01829 -2.83255  -1.05
Sb -1.22394 -0.33185 -1.22078  -0.27
Si 2.48605 2.40667 0.08745  0.40
C 1.28913 3.49108 -0.83024  -0.93
C 3.45164 1.26732 -1.01618  -0.94
C 3.50733 3.30631 1.34549  -1.13
Si -2.31447 2.22281 2.07157  0.15
C -2.10003 3.42279 3.46687  -1.07
C -2.96941 0.56946 2.59583  -0.86
C -3.17953 2.94155 0.59712  -0.91
H -0.74711 -2.27375 -5.37671  0.39
H 0.22606 -2.43790 -3.90882  0.25
H 0.06215 -0.85899 -4.69776  0.34
H -3.56284 -0.57341 -5.15494  0.37
H -2.64813 0.73022 -4.39982  0.33
H -4.00656 -0.01610 -3.54356  0.34
H -2.92249 -3.72979 -3.65643  0.38
H -3.81717 -2.81421 -2.43421  0.33
H -2.23435 -3.49897 -2.05206  0.35
H 0.82082 2.95812 -1.65963  0.26
H 1.80762 4.36037 -1.23816  0.44
H 0.49976 3.85798 -0.17321  0.25
H 2.79185 0.71070 -1.68405  0.28
H 4.03203 0.55875 -0.42331  0.23
H 4.15027 1.83517 -1.63164  0.41
H 3.60910 4.35188 1.05303  0.35
H 4.50653 2.87629 1.41947  0.32
H 3.05339 3.28284 2.33569  0.36
H -1.15532 3.28214 3.99144  0.35
H -2.90378 3.28952 4.19242  0.36
H -2.13688 4.45128 3.10581  0.30
H -2.42285 0.16561 3.44776  0.31
H -2.90912 -0.16015 1.78592  0.23
H -4.01770 0.66602 2.88579  0.43
H -2.66250 3.82886 0.23013  0.32
H -4.19082 3.24164 0.87606  0.37
H -3.26495 2.22489 -0.22155  0.21

---

The following is a DFT calculation (ωB97M-V/def2-TZVPD) of a cluster of 7 separate species, C27H29Cl4N5 in total in a non-equilibrium geometry.

Results
- lowest unoccupied orbital energy (Ha) = 0.018
- SMILES = c1ccncc1.c1ccncc1.c1ccncc1.c1ccncc1.c1ccncc1.ClCCl.ClCCl
- HOMO (eV) = -9.4
- ΔE to the lowest compared entry with this formula, charge and spin (kJ/mol) = 187.0

Last column: Mulliken charge in e.
Cartesian coordinates (Å):
C 29.11329 -8.15272 -5.09685  -0.39
C 29.41889 -9.50243 -5.23368  -0.15
C 29.89666 -10.18133 -4.08962  -0.34
N 30.07252 -9.55709 -2.90968  -0.54
C 29.75478 -8.22448 -2.79223  -0.27
C 29.23849 -7.51510 -3.85235  -0.36
H 28.63743 -7.73026 -5.96949  0.41
H 29.40822 -9.98453 -6.20005  0.40
H 30.21163 -11.21270 -4.14842  0.51
H 29.94034 -7.79376 -1.81937  0.38
H 28.78393 -6.53852 -3.77458  0.36
C 29.01883 -9.01188 -10.56991  -0.37
C 28.76945 -10.22309 -9.95337  -0.30
C 29.85428 -11.02597 -9.54523  -0.30
N 31.10144 -10.73564 -9.75500  -0.34
C 31.34963 -9.56652 -10.40181  -0.18
C 30.30612 -8.69348 -10.81077  -0.42
H 28.22608 -8.36034 -10.90673  0.41
H 27.74758 -10.51878 -9.76699  0.40
H 29.71408 -11.99224 -9.08365  0.45
H 32.37334 -9.23171 -10.48129  0.33
H 30.43457 -7.70297 -11.22161  0.33
C 23.64170 -16.61043 -3.22847  -0.03
C 24.91039 -16.31099 -2.67869  -0.87
C 25.92044 -15.82961 -3.49334  -0.04
N 25.70434 -15.42962 -4.76167  -0.18
C 24.45573 -15.62956 -5.23007  -0.44
C 23.47796 -16.23986 -4.53648  -0.53
H 22.85761 -17.06182 -2.63868  0.42
H 25.09307 -16.56576 -1.64519  0.37
H 26.98294 -15.81379 -3.30030  0.44
H 24.39856 -15.57615 -6.30723  0.51
H 22.59973 -16.64646 -5.01582  0.36
C 34.32661 -11.13221 -7.89815  -0.08
C 35.65641 -10.75164 -7.67558  -0.41
C 36.29407 -11.15400 -6.47300  -0.33
N 35.64566 -11.86289 -5.47655  -0.53
C 34.35616 -12.28921 -5.79640  -0.21
C 33.65285 -11.93333 -6.96094  -0.16
H 33.94934 -10.75459 -8.83702  0.34
H 36.17800 -10.15149 -8.40644  0.37
H 37.25238 -10.78084 -6.14315  0.36
H 33.80967 -12.94668 -5.13650  0.39
H 32.64257 -12.25772 -7.16220  0.25
C 29.15990 -17.58634 -4.58064  -0.08
C 29.16495 -17.75297 -5.97520  -0.38
C 28.51141 -18.95971 -6.39373  -0.32
N 27.84249 -19.90028 -5.58411  -0.60
C 27.81801 -19.53549 -4.26149  -0.21
C 28.52544 -18.47652 -3.71007  -0.46
H 29.69287 -16.74048 -4.17215  0.47
H 29.51375 -17.09345 -6.75607  0.43
H 28.43165 -19.27632 -7.42320  0.40
H 27.46782 -20.23600 -3.51781  0.37
H 28.58621 -18.39796 -2.63465  0.39
Cl 30.61480 -14.09922 -6.41986  -0.18
C 28.91326 -13.89126 -5.90362  -0.01
Cl 28.04867 -12.86261 -7.10440  -0.17
H 28.36075 -14.83081 -5.89450  0.12
H 28.91460 -13.45042 -4.90674  0.23
Cl 25.02169 -9.86540 -7.25656  -0.15
C 24.81182 -10.97382 -5.93000  0.02
Cl 23.63899 -12.26762 -6.09174  -0.15
H 25.75810 -11.49024 -5.76884  -0.04
H 24.64606 -10.46378 -4.98106  0.31

---

The following is a DFT calculation (ωB97M-V/def2-TZVPD) of a structure of composition C12H30N4O6Sr in a non-equilibrium geometry.

Results
- 2S+1 = 2
- lowest unoccupied orbital energy (spin up / spin down) (Ha) = 0.098 / 0.099
- expectation value of S² = 0.7503
- HOMO (spin up / spin down) (eV) = 0.6 / -4.8
- net charge = -1

Last column: Mulliken charge in e.
Cartesian coordinates (Å):
Sr -1.12426 -1.51296 -0.97027  1.20
O -3.30098 -1.77375 -1.99484  -1.00
H -3.70570 -2.64026 -2.19461  0.09
O 0.49341 -3.33650 -0.77808  -0.94
H 0.55404 -3.83444 -1.61648  0.06
C -1.55528 1.74952 0.16209  0.29
O -1.73644 0.53263 -0.01828  -0.92
N -2.34363 2.50732 0.96977  1.07
C -1.97361 3.91248 1.13909  -1.99
C -3.44135 1.88039 1.65494  -1.09
H -0.71798 2.26289 -0.33548  0.24
H -1.09030 3.97585 0.50360  0.49
H -1.86305 4.16996 2.19246  0.62
H -2.78112 4.56866 0.81435  0.17
H -4.12449 1.40699 0.94974  0.26
H -3.11071 1.08807 2.32649  0.25
H -3.91652 2.63238 2.28488  0.36
C -0.73435 -0.35941 -4.42527  0.08
O -0.39297 -0.75379 -3.36288  -0.57
N -0.03117 0.57652 -5.16534  0.13
C -0.52344 1.56182 -6.08682  -0.91
C 1.26345 1.05471 -4.65656  -1.10
H -1.68645 -0.54718 -4.94532  0.40
H 0.15511 1.58918 -6.93941  0.28
H -0.34467 2.51308 -5.58558  0.33
H -1.59132 1.47149 -6.28578  0.33
H 1.92724 1.22844 -5.50349  0.41
H 1.21848 1.94053 -4.02299  0.37
H 1.72046 0.36082 -3.95104  0.21
C -0.44413 -2.95636 2.24740  0.21
O -1.14323 -2.08898 1.62927  -0.65
N 0.24297 -2.59446 3.33021  0.55
C 0.37110 -1.21205 3.72217  -0.81
C 1.03703 -3.59683 4.01308  -1.22
H -0.33725 -4.01729 1.97314  0.22
H 1.40495 -0.89461 3.85807  0.06
H -0.09134 -1.07603 4.69979  0.65
H -0.24868 -0.61224 3.05568  -0.12
H 2.12075 -3.62335 3.89928  0.33
H 0.90341 -3.47713 5.08822  0.40
H 0.58635 -4.57981 3.87614  0.39
C 1.99502 -0.53856 -0.06702  0.12
O 1.20745 -0.07899 -0.87768  -0.81
N 2.37737 0.04585 1.07644  2.07
C 3.54726 -0.36142 1.87523  -1.82
C 1.84766 1.35776 1.44875  -2.32
H 2.54975 -1.48941 -0.04748  0.08
H 4.33474 0.37929 2.01424  0.56
H 4.06223 -1.23234 1.46973  0.06
H 3.31365 -0.64641 2.90105  0.54
H 2.44046 1.85529 2.21631  0.83
H 1.82702 2.00102 0.56905  0.28
H 0.85304 1.21160 1.87003  0.27

---

The following is a DFT calculation (ωB97M-V/def2-TZVPD) of a structure of composition ClKLi4 in a non-equilibrium geometry.

Results
- lowest unoccupied orbital energy (Ha) = -0.576
- HOMO (eV) = -28.2
- net charge = +4

Last column: Mulliken charge in e.
Cartesian coordinates (Å):
Li -3.12050 -11.91710 19.89812  0.97
Li -1.57772 -7.98602 20.82727  0.97
Li -6.06784 -7.69085 21.68239  0.97
Li -4.26640 -10.74231 22.69549  0.94
K -4.48866 -8.15972 17.93680  0.96
Cl -3.88108 -9.21255 20.76469  -0.81

---

The following is a DFT calculation (ωB97M-V/def2-TZVPD) of a structure of composition C27H56Cl34I2N3O in a non-equilibrium geometry.

Results
- lowest unoccupied orbital energy (Ha) = -0.164
- HOMO (eV) = -11.2
- net charge = +1

Last column: Mulliken charge in e.
Cartesian coordinates (Å):
C -1.07910 1.62529 -0.01650  -0.32
C -0.88949 2.05018 -1.53628  2.04
C -0.12328 0.92568 -2.30452  -1.20
C -0.18303 3.45688 -1.53514  1.47
C 0.53471 3.78685 -2.91678  -1.18
C -1.09725 4.64343 -1.02811  -0.82
O -2.46712 4.56739 -1.46270  -0.24
N -3.28696 3.87254 -0.58343  0.17
C -4.55805 4.56497 -0.51104  0.13
N -4.62327 5.67646 0.24094  -0.31
N -5.71252 4.21175 -1.19740  -0.02
C -5.66915 2.86010 -1.80704  -0.51
I -4.36433 2.76996 -3.57553  0.19
C -7.11100 2.37618 -2.31302  -0.39
C -8.21483 2.41260 -1.19873  -1.26
I -6.97908 0.42208 -3.26692  0.24
H -2.15526 1.41162 0.16452  0.11
H -0.43678 0.75349 0.27908  0.43
H -0.76607 2.47774 0.65025  -0.69
H -1.92481 2.14669 -1.97158  -1.04
H 0.10709 1.17018 -3.36700  0.22
H -0.80633 0.02711 -2.32669  0.41
H 0.81737 0.58952 -1.79171  0.17
H 0.66216 3.38710 -0.78478  -0.73
H 1.38107 3.05419 -3.03047  0.26
H -0.16156 3.76354 -3.78761  -0.07
H 1.03722 4.78797 -2.79407  0.51
H -0.67717 5.57265 -1.50827  0.38
H -0.96683 4.79937 0.07885  0.30
H -2.92123 3.83548 0.37732  0.20
H -5.09662 6.48433 -0.15879  0.26
H -4.17324 5.73036 1.15314  0.24
H -6.45958 4.27090 -0.49054  0.31
H -5.32225 2.07488 -1.08326  0.25
H -7.40648 3.11361 -3.11047  0.40
H -8.06970 1.65207 -0.38576  0.29
H -8.40860 3.44565 -0.78756  0.41
H -9.18172 2.12267 -1.70036  0.38
C -5.10221 -0.29693 2.42661  -0.56
Cl -4.99602 1.17979 1.45270  -0.06
Cl -3.55708 -1.15393 2.50945  -0.04
H -5.40788 -0.02679 3.43376  0.33
H -5.84320 -0.95414 1.97984  0.31
C 0.90949 -0.96570 -5.97608  0.22
Cl 2.01142 -0.29413 -4.76405  -0.03
Cl -0.50011 -1.72486 -5.22303  -0.11
H 0.56895 -0.15933 -6.62568  -0.47
H 1.44389 -1.71211 -6.55826  0.39
C 1.44774 3.50146 2.69025  0.92
Cl 1.45242 5.19777 2.18059  -0.18
Cl -0.20842 2.89330 2.86833  -0.13
H 1.98213 2.90690 1.94090  -0.81
H 1.95124 3.42041 3.64977  0.20
C 4.77614 1.72279 -6.32439  0.45
Cl 3.98202 2.56644 -7.65981  -0.18
Cl 6.09091 2.68899 -5.64237  -0.17
H 4.04217 1.52883 -5.54686  -0.11
H 5.18336 0.78413 -6.69033  0.00
C -3.78261 -3.16316 -7.66939  -0.33
Cl -4.04354 -2.25625 -6.17356  -0.07
Cl -2.14317 -3.81429 -7.75204  -0.14
H -4.49135 -3.98557 -7.70928  0.28
H -3.93903 -2.49939 -8.51499  0.27
C 3.62845 2.28343 -0.36925  -0.50
Cl 3.83451 1.58638 -1.97954  -0.03
Cl 2.48176 1.34430 0.60288  -0.15
H 4.59097 2.29150 0.13460  0.45
H 3.25472 3.29993 -0.47012  0.22
C -1.83407 2.13302 6.27776  -0.08
Cl -2.68790 0.85857 5.39673  -0.12
Cl -0.44576 1.48896 7.15898  -0.14
H -1.48472 2.87657 5.56582  -0.01
H -2.51879 2.59130 6.98607  0.35
C -6.45511 -4.02370 -2.97588  -0.40
Cl -7.20530 -3.19537 -4.34328  -0.15
Cl -5.19347 -3.01643 -2.26142  -0.06
H -7.21320 -4.20916 -2.22018  0.30
H -6.03167 -4.96554 -3.31316  0.31
C -1.65988 -4.66760 1.17688  -0.38
Cl -3.01117 -3.84566 0.38934  -0.10
Cl -0.78388 -3.57564 2.25803  -0.14
H -2.04481 -5.50200 1.75651  0.30
H -0.97634 -5.03117 0.41484  0.30
C 2.08054 -5.03978 4.42573  -0.37
Cl 1.20427 -6.32835 3.59242  -0.20
Cl 3.41042 -5.69429 5.38818  -0.08
H 2.48266 -4.35257 3.68631  0.29
H 1.39328 -4.51460 5.08324  0.31
C 2.18525 5.32730 6.43537  -0.45
Cl 0.71376 4.39021 6.14286  -0.06
Cl 3.45760 4.86344 5.30184  -0.15
H 1.96311 6.38180 6.30637  0.27
H 2.53008 5.14352 7.44894  0.41
C 2.07386 -9.81922 3.99242  0.52
Cl 2.28640 -10.62737 2.43432  -0.16
Cl 0.84206 -10.62419 4.97227  -0.16
H 3.01819 -9.83652 4.52987  0.16
H 1.76672 -8.79250 3.81658  -0.33
C 6.62482 -6.88069 6.95555  -0.24
Cl 7.90032 -8.05167 6.60173  -0.15
Cl 5.06106 -7.67658 7.16922  -0.16
H 6.87763 -6.35062 7.86946  0.32
H 6.55243 -6.17912 6.12869  0.23
C 5.59997 -1.37156 -4.53280  0.17
Cl 5.83054 -1.65672 -6.26379  -0.18
Cl 6.41002 -2.60587 -3.56346  -0.16
H 6.01251 -0.39762 -4.27916  0.18
H 4.53617 -1.39252 -4.31231  0.01
C 7.65257 -11.56313 5.11669  0.20
Cl 7.97122 -11.84083 3.40017  -0.16
Cl 8.48913 -12.74805 6.12645  -0.15
H 7.99907 -10.56869 5.38177  -0.11
H 6.58352 -11.64220 5.29351  0.22
C 6.00023 7.57685 6.42221  -0.22
Cl 4.25930 7.73274 6.68904  -0.13
Cl 6.84122 7.13586 7.91080  -0.14
H 6.17276 6.80413 5.67760  0.20
H 6.38723 8.52748 6.06660  0.31
C -1.00138 2.31500 -7.80893  -0.36
Cl -1.26447 3.21229 -6.30768  -0.10
Cl 0.64677 1.68026 -7.89685  -0.12
H -1.70163 1.48476 -7.84949  0.23
H -1.16775 2.98022 -8.65141  0.34